Density functional theory data (ωB97M-V/def2-TZVPD) for a molecular structure, C25H55N5O18S3.

## Properties
**2S+1**: 1
**Charge**: 0
**Lowest unoccupied orbital energy**: 0.101 eV
**Kohn-Sham gap**: 9.34 eV
**Energy above the lowest of the compared OMol25 structures with the same formula, charge and spin**: 0.0 kcal/mol

Element x y z (Å)
C 5.463 -0.194 -0.934
C 4.892 -1.214 -1.900
O 5.209 -1.238 -3.079
N 3.961 -2.069 -1.374
C 3.304 -3.080 -2.180
H 4.704 0.551 -0.700
H 6.370 0.217 -1.356
H 5.683 -0.690 0.016
H 3.566 -1.798 -0.489
H 3.371 -2.820 -3.235
H 2.233 -3.153 -1.983
H 3.779 -4.048 -2.012
C -0.139 -3.058 3.184
C -0.536 -4.235 2.314
O -1.465 -4.953 2.610
N 0.374 -4.553 1.344
C 0.210 -5.694 0.487
H -0.983 -2.369 3.266
H 0.653 -2.455 2.732
H 0.121 -3.443 4.164
H 1.189 -3.977 1.241
H 0.606 -5.485 -0.510
H -0.847 -5.895 0.331
H 0.706 -6.584 0.878
C -1.496 6.510 0.193
C -0.096 5.995 0.037
O 0.811 6.389 0.758
N 0.116 5.085 -0.951
C -0.931 4.384 -1.642
H -1.513 7.122 1.093
H -2.214 5.702 0.335
H -1.759 7.165 -0.637
H 1.052 4.714 -0.997
H -0.547 3.482 -2.114
H -1.444 4.978 -2.399
H -1.700 4.003 -0.959
C 1.885 0.476 -3.688
C 1.895 0.291 -5.185
O 2.514 1.050 -5.909
N 1.166 -0.760 -5.642
C 1.078 -1.056 -7.047
H 1.544 1.489 -3.470
H 2.879 0.325 -3.269
H 1.193 -0.224 -3.206
H 0.815 -1.412 -4.954
H 1.503 -2.047 -7.266
H 1.702 -0.371 -7.610
H 0.043 -1.075 -7.389
C -1.755 -2.662 -5.269
C -1.278 -2.244 -3.898
O -0.098 -2.416 -3.553
N -2.157 -1.647 -3.076
C -3.579 -1.533 -3.333
H -2.262 -1.841 -5.774
H -2.445 -3.501 -5.168
H -0.876 -2.960 -5.830
H -1.793 -1.353 -2.172
H -4.065 -2.506 -3.278
H -3.773 -1.060 -4.297
H -4.014 -0.864 -2.592
C -3.642 -1.697 1.361
C -3.449 -0.537 2.316
O -4.278 -0.840 3.445
S -4.629 -2.397 3.529
O -6.025 -2.539 3.347
O -3.976 -2.972 4.631
O -3.845 -2.822 2.214
H -2.750 -1.864 0.766
H -4.491 -1.562 0.687
H -3.766 0.417 1.899
H -2.415 -0.429 2.653
C 0.557 3.787 2.766
C -0.233 4.844 3.548
O -1.517 4.249 3.823
S -1.652 2.765 3.292
O -2.386 2.757 2.074
O -2.053 1.913 4.336
O -0.121 2.539 2.999
H 1.603 3.709 3.050
H 0.581 3.980 1.692
H -0.364 5.765 2.995
H 0.262 5.029 4.500
C 0.960 -0.006 5.584
C 1.305 1.465 5.886
O 2.367 1.810 4.982
S 2.866 0.544 4.167
O 3.889 -0.142 4.853
O 3.034 0.944 2.826
O 1.506 -0.267 4.300
H -0.110 -0.189 5.578
H 1.404 -0.646 6.350
H 1.609 1.622 6.918
H 0.466 2.129 5.677
C -0.130 1.315 -0.163
C 0.516 0.166 0.607
C 0.082 -1.039 -0.200
O -1.283 -0.760 -0.482
C -1.404 0.672 -0.702
H 0.517 1.667 -0.971
H -0.355 2.182 0.449
H -0.003 0.102 1.572
H 1.574 0.285 0.829
H 0.146 -1.950 0.404
H 0.655 -1.239 -1.112
H -2.296 0.995 -0.163
H -1.555 0.854 -1.771